#a
{"formula": "C2H9NOS2", "method": "ωB97M-V/def2-TZVPD", "total_charge": 0, "homo_energy_ev": -9.52, "homo_lumo_gap_ev": 9.785, "smiles": "NCCSS.O", "symbols": ["N", "C", "C", "S", "S", "H", "H", "H", "H", "H", "H", "H", "O", "H", "H"], "coordinates": [[0.41968, -1.64836, -0.89378], [-0.88434, -1.06571, -1.13803], [-0.93062, 0.45545, -0.83301], [-0.91225, 0.84972, 0.91247], [-0.80327, 2.93784, 0.81094], [0.71026, -1.56536, 0.06974], [0.37436, -2.64555, -1.06710], [-1.64882, -1.50897, -0.49559], [-1.20526, -1.02004, -2.18986], [-1.89034, 0.75150, -1.27749], [-0.11687, 0.94450, -1.35204], [0.53880, 3.06888, 0.84108], [2.32325, 0.30963, 2.50409], [1.47578, 0.59162, 2.13809], [2.54964, -0.45516, 1.97049]]}

#b
{"formula": "C2H9NOS2", "method": "ωB97M-V/def2-TZVPD", "total_charge": 0, "homo_energy_ev": -8.97, "homo_lumo_gap_ev": 9.495, "smiles": "NCCSS.O", "symbols": ["N", "C", "C", "S", "S", "H", "H", "H", "H", "H", "H", "H", "O", "H", "H"], "coordinates": [[0.13484, 0.97776, 2.42036], [-0.01600, -0.38607, 1.78064], [-0.40823, -0.19186, 0.31138], [0.87565, -1.03717, -0.76922], [0.23078, -1.60285, -2.65323], [1.14726, 1.34416, 2.59210], [-0.26574, 1.00853, 3.36726], [0.96250, -1.02052, 2.00156], [-0.95039, -0.81522, 2.36696], [-1.42741, -0.39189, 0.19410], [-0.24451, 0.91411, 0.02269], [0.64412, -0.54467, -3.39695], [-1.73043, 3.84955, 1.79470], [-1.28289, 3.53295, 2.61488], [-0.84097, 4.03984, 1.14440]]}

Computed relative energies in units of kcal/mol: #a 0.0; #b 33.4

#a
{"formula": "C3H8N2", "method": "ωB97M-V/def2-TZVPD", "total_charge": 1, "homo_energy_ev": [-16.43, -16.05], "spin_multiplicity": 2, "s_squared": 0.7879, "homo_lumo_gap_ev": [11.747, 7.583], "symbols": ["C", "C", "N", "C", "N", "H", "H", "H", "H", "H", "H", "H", "H"], "coordinates": [[0.98364, -2.02077, 0.06209], [0.52118, -0.83415, -0.82857], [0.31810, 0.32309, -0.05234], [-0.90149, 1.01778, 0.03074], [-1.05278, 1.93084, 0.87720], [1.41752, -2.86022, -0.47032], [1.77753, -1.57783, 0.64444], [0.13538, -2.18838, 0.67464], [-0.38018, -1.08352, -1.30135], [1.23752, -0.55861, -1.61620], [0.94966, 1.12316, 0.08990], [-1.62677, 0.64821, -0.66279], [-1.98795, 1.74252, 1.28210]]}

#b
{"formula": "C3H8N2", "method": "ωB97M-V/def2-TZVPD", "total_charge": 1, "homo_energy_ev": [-14.23, -14.21], "spin_multiplicity": 2, "s_squared": 0.7618, "homo_lumo_gap_ev": [8.520, 4.789], "symbols": ["C", "N", "H", "H", "H", "C", "C", "N", "H", "H", "H", "H", "H"], "coordinates": [[-2.01208, -0.16462, -0.85438], [-1.64142, -0.64257, -1.97389], [-2.83184, 0.56709, -0.95790], [-1.64218, -0.15161, 0.17067], [-0.97082, -1.41094, -1.80887], [1.45857, -0.60888, 1.26267], [0.71431, 1.31253, -0.00052], [1.38983, 0.81984, 0.96372], [0.79438, -1.16715, 0.56254], [2.50790, -0.94685, 1.16417], [1.23331, -0.74465, 2.31506], [0.75517, 2.40024, -0.05071], [0.24488, 0.73757, -0.79256]]}

Computed relative energies in units of kcal/mol: #a 0.0; #b 38.8

#a
{"formula": "C5H9N2S", "method": "ωB97M-V/def2-TZVPD", "total_charge": 1, "homo_energy_ev": -13.09, "homo_lumo_gap_ev": 10.085, "symbols": ["C", "C", "C", "C", "C", "N", "N", "S", "H", "H", "H", "H", "H", "H", "H", "H", "H"], "coordinates": [[-2.05944, -0.02563, 0.25272], [-1.07460, 0.82460, 0.62140], [-0.13580, -0.88168, -0.45109], [-1.06308, 2.17484, 1.21160], [2.59714, -1.38291, -0.95685], [0.14791, 0.23856, 0.23221], [-1.42034, -1.13249, -0.39477], [1.00368, -2.15482, -1.26356], [-3.08344, 0.15175, 0.48001], [-1.81222, 2.76127, 0.64314], [-1.19098, 1.90117, 2.24988], [-0.01653, 2.57404, 0.97418], [3.28400, -1.55696, -1.87311], [3.15119, -1.94911, -0.05483], [2.42971, -0.32348, -0.90166], [1.07673, 0.64997, 0.15290], [-1.83392, -1.86912, -0.92218]]}

#b
{"formula": "C5H9N2S", "method": "ωB97M-V/def2-TZVPD", "total_charge": 1, "homo_energy_ev": -12.84, "homo_lumo_gap_ev": 7.135, "symbols": ["C", "C", "C", "C", "C", "N", "N", "S", "H", "H", "H", "H", "H", "H", "H", "H", "H"], "coordinates": [[-1.28836, 1.12447, -0.25619], [-2.51374, 1.01339, 0.40169], [2.50074, 0.06318, -0.42189], [1.46960, -0.77605, 0.04194], [0.77444, -0.59930, 1.13730], [-1.83914, -0.93082, -0.67055], [-1.01381, -0.00162, -0.93208], [-3.19184, -0.46089, 0.29788], [-0.67290, 2.00029, -0.36866], [-2.93140, 1.81301, 0.91374], [3.46780, 0.00696, 0.05900], [2.07326, 1.12615, -0.37225], [2.65331, -0.07680, -1.49169], [-1.55871, -1.85378, -0.96259], [1.03823, -1.34109, -0.76406], [1.08993, 0.11873, 1.91054], [-0.05742, -1.22582, 1.47789]]}

Computed relative energies in units of kcal/mol: #a 0.0; #b 69.9

#a
{"formula": "C16H52O10", "method": "ωB97M-V/def2-TZVPD", "total_charge": 0, "homo_energy_ev": -9.32, "homo_lumo_gap_ev": 9.420, "smiles": "CCO.CCO.CCO.CCO.CCO.CCO.CO.CO.CO.CO", "symbols": ["C", "C", "O", "H", "H", "H", "H", "H", "H", "C", "C", "O", "H", "H", "H", "H", "H", "H", "C", "C", "O", "H", "H", "H", "H", "H", "H", "C", "C", "O", "H", "H", "H", "H", "H", "H", "C", "C", "O", "H", "H", "H", "H", "H", "H", "C", "C", "O", "H", "H", "H", "H", "H", "H", "C", "O", "H", "H", "H", "H", "C", "O", "H", "H", "H", "H", "C", "O", "H", "H", "H", "H", "C", "O", "H", "H", "H", "H"], "coordinates": [[1.09373, -4.16102, 1.36321], [-0.30261, -4.44017, 1.84556], [-1.19712, -3.35238, 1.63390], [1.66910, -3.48489, 1.98376], [1.05227, -3.60834, 0.37844], [1.70608, -5.02024, 1.23437], [-0.32244, -4.74300, 2.88774], [-0.63829, -5.32706, 1.34217], [-1.59483, -3.37230, 0.72747], [4.73513, 2.64270, 2.88977], [3.23626, 2.90507, 2.98693], [2.64793, 3.80578, 2.10186], [4.94414, 2.27266, 1.86772], [4.91385, 1.76569, 3.55683], [5.30343, 3.52244, 3.11845], [2.96422, 3.18930, 4.00389], [2.82168, 1.92625, 2.84417], [2.64948, 3.41184, 1.21519], [-4.23797, 2.19322, -0.34448], [-4.66420, 2.00838, -1.73471], [-5.65910, 0.91896, -1.62136], [-3.40914, 2.86444, -0.20014], [-3.89033, 1.25043, 0.13982], [-5.09918, 2.56954, 0.18863], [-3.82081, 1.84613, -2.43222], [-5.23718, 2.91333, -2.08989], [-6.05252, 0.87596, -2.51453], [5.13559, -1.19778, -1.44651], [4.00693, -2.06099, -1.88630], [2.71066, -1.50384, -1.65733], [5.03352, -0.22301, -1.95184], [6.11863, -1.59939, -1.66850], [5.09970, -0.87222, -0.40913], [4.04779, -2.98737, -1.32763], [4.18326, -2.30326, -2.92632], [1.91342, -2.09351, -1.73088], [0.03616, 4.30492, -0.89443], [1.51511, 4.36300, -1.33782], [2.32066, 3.25954, -0.86430], [0.17405, 3.99877, 0.17343], [-0.48060, 3.55643, -1.53140], [-0.42344, 5.26097, -1.03772], [1.94673, 5.28084, -0.98822], [1.49166, 4.37529, -2.43112], [2.27315, 2.48814, -1.41971], [1.16199, 0.19394, 1.42130], [-0.04605, -0.30693, 0.60365], [-1.19964, -0.62281, 1.37989], [1.52990, -0.62961, 2.04371], [0.87425, 1.05293, 2.02001], [1.95432, 0.47050, 0.70737], [0.27087, -1.16158, 0.01220], [-0.34345, 0.44435, -0.18204], [-1.13450, -1.54679, 1.65384], [-4.78269, -2.34144, -0.10475], [-4.27606, -1.83067, -1.33464], [-4.07163, -3.09335, 0.27278], [-5.03449, -1.64103, 0.68435], [-5.71304, -2.90317, -0.34082], [-4.58964, -0.91786, -1.38054], [-3.28061, 0.29470, 3.82504], [-2.35945, 1.18222, 3.18478], [-3.21044, 0.43576, 4.91426], [-4.28214, 0.53337, 3.50963], [-3.05457, -0.76720, 3.59641], [-1.89216, 0.69070, 2.50060], [-0.99934, -3.05087, -2.02651], [0.32507, -2.80652, -2.48905], [-1.15275, -2.38219, -1.12949], [-1.76074, -2.70245, -2.73299], [-1.21379, -4.07706, -1.70862], [0.75224, -3.60099, -2.86606], [0.85691, 0.67156, -3.26847], [1.89033, 0.98786, -2.29442], [1.17263, -0.08993, -3.96803], [-0.06383, 0.39199, -2.78054], [0.69638, 1.54858, -3.84507], [2.26156, 0.15476, -1.91463]]}

#b
{"formula": "C16H52O10", "method": "ωB97M-V/def2-TZVPD", "total_charge": 0, "homo_energy_ev": -9.33, "homo_lumo_gap_ev": 9.601, "smiles": "CC(C)O.CC(C)O.CC(C)O.CO.CO.CO.CO.CO.CO.CO", "symbols": ["C", "C", "C", "O", "H", "H", "H", "H", "H", "H", "H", "H", "C", "C", "C", "O", "H", "H", "H", "H", "H", "H", "H", "H", "C", "C", "C", "O", "H", "H", "H", "H", "H", "H", "H", "H", "C", "O", "H", "H", "H", "H", "C", "O", "H", "H", "H", "H", "C", "O", "H", "H", "H", "H", "C", "O", "H", "H", "H", "H", "C", "O", "H", "H", "H", "H", "C", "O", "H", "H", "H", "H", "C", "O", "H", "H", "H", "H"], "coordinates": [[-3.47005, -0.57641, 0.16595], [-4.21951, -1.06262, 1.51825], [-3.16022, -1.64614, 2.35299], [-4.80677, 0.16589, 2.05886], [-2.88789, -1.52080, -0.11881], [-2.63202, 0.21007, 0.25758], [-4.02560, -0.21160, -0.81396], [-5.02867, -1.83483, 1.30217], [-2.65689, -2.49932, 1.80111], [-3.56226, -2.15105, 3.28625], [-2.43362, -0.92440, 2.81921], [-5.36966, 0.70926, 1.36597], [-0.50868, 2.28854, -3.24776], [-0.26207, 1.69077, -4.63358], [-0.06620, 2.90290, -5.52074], [0.99981, 1.16254, -4.50116], [-0.77702, 1.29105, -2.51465], [-1.39776, 2.89482, -3.23179], [0.29670, 2.74733, -2.77349], [-0.76829, 0.91061, -5.08341], [-0.91940, 3.42275, -5.78048], [0.19575, 2.39314, -6.57645], [0.81375, 3.44240, -5.08569], [1.59323, 1.63102, -3.68500], [0.73104, -0.60277, -0.21119], [1.48614, 0.31532, 0.85978], [0.36152, 1.08320, 1.65198], [2.25453, -0.44144, 1.78475], [0.09326, 0.09616, -1.12638], [0.06082, -1.28772, 0.07666], [1.62657, -1.11255, -0.60507], [2.09692, 1.03783, 0.35575], [0.92169, 1.71595, 2.30326], [-0.13029, 0.46741, 2.24006], [-0.20852, 1.40777, 0.98658], [2.70742, -0.97109, 1.21046], [1.35305, 3.77349, 4.53690], [2.62935, 3.91079, 5.11619], [0.63470, 4.29001, 4.95421], [1.19487, 2.66516, 4.70505], [1.59876, 3.81485, 3.58305], [2.09178, 4.13673, 5.98116], [-0.95226, -4.19861, -0.10252], [-0.24112, -5.35200, -0.01238], [-1.83577, -4.10058, -0.69334], [-0.40542, -3.25674, -0.55423], [-1.30337, -3.76440, 0.74029], [0.08645, -5.57242, -0.84075], [0.65984, -2.86265, 4.10782], [1.94391, -2.23336, 4.05301], [0.48049, -3.34105, 5.10619], [0.63106, -3.75793, 3.44477], [-0.03946, -2.16246, 3.67008], [2.25357, -1.55101, 3.33720], [5.29069, -1.34385, 0.62365], [4.19439, -2.08068, 0.45375], [6.09056, -1.83581, 0.10577], [5.60175, -1.20045, 1.72077], [5.12317, -0.42784, 0.23695], [4.42491, -3.04346, 0.78951], [-1.70259, -1.93388, -2.96290], [-2.83700, -2.68309, -2.66795], [-1.88094, -1.70917, -4.08145], [-0.73709, -2.39167, -2.80291], [-1.62850, -0.88072, -2.51109], [-2.76812, -3.31397, -3.42521], [-3.26339, 3.21820, 1.17170], [-2.98406, 4.59678, 0.78768], [-2.42218, 2.96887, 1.85347], [-3.39491, 2.37615, 0.29932], [-4.24330, 3.15288, 1.77799], [-2.57323, 5.16025, 1.44146], [3.68428, 0.19602, -2.85387], [3.11287, 1.39436, -2.74259], [4.33865, 0.41371, -3.74968], [2.89849, -0.46988, -3.01195], [4.10042, 0.11625, -1.87124], [3.84694, 2.13919, -2.60186]]}

#c
{"formula": "C16H52O10", "method": "ωB97M-V/def2-TZVPD", "total_charge": 0, "homo_energy_ev": -9.28, "homo_lumo_gap_ev": 9.425, "smiles": "CCO.CCO.CCO.CCO.CCO.CCO.CO.CO.CO.CO", "symbols": ["C", "C", "O", "H", "H", "H", "H", "H", "H", "C", "C", "O", "H", "H", "H", "H", "H", "H", "C", "C", "O", "H", "H", "H", "H", "H", "H", "C", "C", "O", "H", "H", "H", "H", "H", "H", "C", "C", "O", "H", "H", "H", "H", "H", "H", "C", "C", "O", "H", "H", "H", "H", "H", "H", "C", "O", "H", "H", "H", "H", "C", "O", "H", "H", "H", "H", "C", "O", "H", "H", "H", "H", "C", "O", "H", "H", "H", "H"], "coordinates": [[-10.39702, 0.25815, 22.39217], [-10.17170, 0.54582, 20.96060], [-8.99250, -0.10033, 20.44216], [-11.47967, 0.36462, 22.64883], [-9.84279, 0.91227, 23.00234], [-10.17632, -0.76633, 22.58743], [-10.19631, 1.59375, 20.68500], [-10.86842, 0.09009, 20.25637], [-9.23712, -0.89928, 20.00860], [-10.26796, -2.08769, 17.76424], [-10.55178, -3.52746, 17.68326], [-11.14795, -4.03675, 16.50540], [-9.91970, -1.75884, 16.82118], [-9.45944, -1.79796, 18.44262], [-11.18527, -1.54722, 18.00710], [-11.29143, -3.77218, 18.48297], [-9.62877, -4.09379, 17.81665], [-11.65836, -4.80361, 16.73910], [-6.80159, -2.93703, 17.94517], [-6.64035, -2.19588, 19.22656], [-5.74196, -2.91105, 20.05796], [-7.39798, -2.34109, 17.22173], [-7.18773, -3.89924, 17.95959], [-5.82103, -3.07154, 17.52381], [-7.58041, -2.19412, 19.74390], [-6.39584, -1.19187, 18.98655], [-5.60583, -2.45341, 20.93641], [-13.55872, -6.81462, 20.51201], [-13.34564, -5.79215, 19.36780], [-12.35628, -6.25454, 18.47290], [-14.22510, -6.45615, 21.33657], [-12.54059, -7.06182, 20.90260], [-14.02284, -7.74191, 20.16785], [-13.15922, -4.76527, 19.76070], [-14.30239, -5.78149, 18.82081], [-12.78693, -6.79307, 17.79757], [-5.96749, -6.10712, 24.24828], [-6.16220, -5.90243, 22.69723], [-5.15303, -6.58092, 21.99623], [-6.06118, -7.18970, 24.49064], [-6.85309, -5.75940, 24.73494], [-5.04545, -5.61337, 24.55718], [-6.15486, -4.82662, 22.47585], [-7.16109, -6.29215, 22.46816], [-5.13639, -6.26476, 21.09226], [-10.36284, -4.53464, 22.58906], [-9.76240, -4.43531, 21.16645], [-9.60872, -3.07160, 20.86899], [-10.46977, -5.53772, 22.92516], [-11.14828, -3.85113, 22.82401], [-9.53680, -4.28674, 23.29534], [-10.44893, -4.79597, 20.44943], [-8.86210, -4.95503, 20.98388], [-10.43324, -2.63623, 20.82559], [-9.99117, -8.08084, 20.22527], [-8.65930, -7.69657, 20.35644], [-10.46265, -8.35355, 21.16569], [-10.05212, -8.95228, 19.55900], [-10.56462, -7.29692, 19.72022], [-8.59842, -6.79807, 20.16172], [-13.60169, -2.81504, 21.77356], [-12.52847, -2.54132, 20.84991], [-13.45576, -3.70773, 22.32625], [-14.62009, -2.92063, 21.27572], [-13.67635, -2.05213, 22.52098], [-12.86664, -1.70798, 20.39163], [-7.77801, -2.10209, 23.77020], [-7.48115, -2.45680, 22.44836], [-7.93484, -1.03267, 23.87543], [-6.83105, -2.35134, 24.34649], [-8.74616, -2.54508, 24.01679], [-8.27718, -2.69895, 21.99755], [-6.08357, -6.33227, 18.54791], [-6.81121, -5.60843, 19.58990], [-5.96115, -7.37998, 18.90348], [-5.08181, -5.93172, 18.48324], [-6.56765, -6.27990, 17.55031], [-6.63208, -4.65526, 19.50397]]}

Computed relative energies in units of kcal/mol: #a 0.0; #b 240.4; #c 31.0